Molecular formula: C38H51AuN4O2SSbSi3
Method: DFT, the ωB97M-V functional and the def2-TZVPD basis

Geometry as XYZ:
```
101
Properties=species:S:1:pos:R:3:forces:R:3
Au 1.8334 -2.1468 0.6762 0.2592 0.3338 0.8980
C 3.3380 2.5748 -3.6684 -1.3322 1.0496 0.1194
C 3.5032 1.3244 -2.8931 -0.7592 -0.1848 0.1058
C 3.0223 0.1389 -3.4437 -1.2535 -0.5703 -1.2397
C 3.3395 -1.0987 -2.9293 -0.2349 -0.2822 -1.6611
C 4.0140 -1.1503 -1.7520 1.2019 0.7814 2.3506
C 4.2610 -0.0062 -1.0041 -1.4102 2.0664 -1.7621
C 4.0072 1.2982 -1.6127 1.5661 -1.4744 1.4337
S 4.5362 -2.6969 -1.0867 -4.1535 -1.8954 0.9675
O 5.3279 -2.6265 0.1003 0.8416 0.7875 -0.2558
O 4.9121 -3.4650 -2.2288 1.2381 -0.3782 -0.6904
N 2.9904 -3.2932 -0.6088 1.9080 1.5543 -0.3659
C 2.6261 -4.5617 -0.8690 0.7706 -1.5151 -0.4719
C 3.5228 -5.6694 -0.9680 -0.8258 1.5853 0.3609
C 3.0418 -6.9511 -1.2641 -0.7750 0.4172 0.1038
C 1.6953 -7.1450 -1.5242 -0.0425 0.1451 0.4059
C 0.7267 -6.0867 -1.4135 1.2842 0.0980 0.3980
C -0.6718 -6.2468 -1.5167 0.5973 -0.4300 -0.1176
C -1.4996 -5.1672 -1.3770 -1.0125 -0.7491 -0.3745
C -0.9131 -3.9129 -1.2745 1.5449 0.4474 0.8382
N 0.3930 -3.7314 -1.0700 -1.5196 0.6466 -0.4209
C 1.2080 -4.7674 -1.0745 0.3509 -2.2473 -0.6981
H 3.5746 2.4235 -4.7292 0.3676 0.2615 0.3631
H 3.9121 3.3616 -3.1585 -0.0283 -0.0052 -0.6731
H 2.2595 2.9155 -3.6661 0.9597 -0.3457 0.1422
H 2.2776 0.1640 -4.2931 1.3329 0.1630 0.6317
H 3.1443 -2.0140 -3.5003 -0.2081 0.3648 0.4425
H 4.4022 -0.0894 0.0389 0.9508 -0.0661 0.9500
H 4.3625 2.2339 -1.0906 -0.6220 -1.1324 -0.5832
H 4.5695 -5.4413 -0.7554 -0.3383 -0.4332 -0.1343
H 3.7160 -7.8046 -1.1931 -0.1486 0.1774 -0.2970
H 1.3627 -8.1534 -1.6786 -0.3274 -0.3227 -0.1711
H -1.0768 -7.2326 -1.7411 0.0520 0.1056 0.2193
H -2.5896 -5.3657 -1.3842 0.7413 0.6130 -0.1578
H -1.4156 -2.9746 -1.2923 -0.9686 0.3718 -0.0224
C -2.1849 0.2857 1.7059 -1.4952 -0.3843 -1.1085
Sb -0.4156 -0.1020 0.5522 -0.2009 -0.0902 0.4339
C 0.9756 -0.9263 2.1786 -0.4021 0.3034 -1.4225
C 1.9167 0.0209 2.7614 0.6115 0.8596 -0.8593
C 1.4758 1.3484 2.9649 -0.2811 -0.8937 0.0849
C 2.2443 2.2396 3.6529 0.7872 0.8386 0.4293
C 3.4225 1.7999 4.2137 1.0842 -1.5126 -0.6374
C 3.8254 0.4876 3.8191 1.5944 1.2776 2.5212
N 3.2107 -0.3695 3.0745 -2.8022 0.1465 -0.6106
Si 0.2205 -1.9603 3.5647 0.0836 0.2797 -1.0431
C -0.7727 -1.0280 4.9233 1.0423 -1.1171 -1.0650
C -0.8904 -3.1428 2.5617 0.0519 -0.9857 0.5616
C 1.7447 -2.7487 4.3924 1.5673 -0.8957 -1.6201
C -2.6910 2.6645 -0.8648 -2.5614 -1.3237 -0.3989
C -1.3312 3.0497 -0.9442 -0.6162 -1.5480 1.3595
C -0.9344 4.2422 -1.5850 -0.3697 0.5714 -0.2523
C 0.3514 4.6994 -1.5070 1.0361 -1.8867 0.2855
C 1.3016 3.7934 -0.8997 -1.0973 1.0821 0.4101
C 0.8459 2.6007 -0.3100 0.9118 1.5542 -0.9527
N -0.4373 2.2280 -0.2393 1.1468 1.1022 -1.1282
Si -3.5181 1.6514 -2.3112 1.2329 3.0450 1.5762
C -2.3231 0.8509 -3.5417 -0.6763 -0.6599 0.5131
C -4.4763 3.0133 -3.3390 0.8917 -0.8902 -1.2831
C -4.7166 0.4075 -1.6866 -1.2153 -1.9347 -0.5449
Si -3.6149 3.5941 0.5032 0.9477 -1.4161 -1.6358
C -5.1841 2.6983 1.2044 -0.0353 1.2100 0.6840
C -4.2789 5.1824 -0.2276 -1.7034 0.9794 -0.2303
C -2.3815 4.2167 1.8149 -0.0624 1.2226 0.5616
H -2.5380 -0.6574 2.1743 0.2086 0.4999 -0.2470
H -2.9201 0.6066 0.8620 1.1057 -0.2213 1.7720
H -2.0574 1.0396 2.4972 -0.0315 -0.0985 -0.4704
H 0.4679 1.6674 2.6947 0.2455 -0.2923 -0.2220
H 1.9223 3.2628 3.6999 -0.1496 0.3708 0.3749
H 4.1442 2.3270 4.8441 -0.6265 0.2227 -0.2999
H 4.7228 0.0822 4.3232 -0.0380 0.4151 -0.6121
H -0.3179 -0.0680 5.1452 -0.1307 0.1534 0.0722
H -0.6177 -1.7246 5.7519 -0.5325 0.3045 0.2968
H -1.7959 -0.9696 4.5702 -0.2419 0.2107 0.3926
H -1.7885 -2.7929 2.0447 0.1781 0.5212 0.1322
H -1.2671 -3.9421 3.2113 -0.0037 -0.0637 0.0618
H -0.2884 -3.6556 1.7960 0.0145 0.2106 0.2319
H 2.7653 -2.4802 3.8843 -2.1152 -0.2647 0.7899
H 1.7588 -3.8503 4.4366 -0.3702 0.0851 -0.5408
H 1.8410 -2.5483 5.4254 0.0157 0.9006 1.2932
H -1.7275 4.8369 -2.1031 0.7697 -0.7771 0.5731
H 0.6067 5.6175 -2.0265 0.3501 0.0037 0.3643
H 2.3131 4.1398 -0.6955 -0.0215 -0.4143 -0.3951
H 1.6176 1.9259 0.0254 0.0537 -0.2391 0.5381
H -2.0470 1.5405 -4.3194 0.2103 0.3529 -0.3146
H -3.0151 0.1001 -3.9959 0.8758 0.1092 0.0827
H -1.4113 0.3970 -3.1102 -0.5885 -0.0178 -0.2108
H -3.7789 3.2058 -4.2143 -0.7636 -0.1196 0.7241
H -4.4758 3.9418 -2.7793 -0.3781 -0.0122 0.1645
H -5.4630 2.7623 -3.7787 0.3828 0.2089 0.3457
H -5.3767 0.0262 -2.5053 0.5063 0.3387 0.1105
H -5.4452 0.8553 -1.0260 -0.0022 0.2351 0.5496
H -4.3517 -0.5476 -1.2353 0.1229 0.9211 -0.0398
H -6.0761 3.0400 0.6674 0.1855 -0.2627 -0.4507
H -5.4164 3.1374 2.2116 0.4792 -0.6723 -0.4203
H -5.1783 1.6085 1.2322 0.1361 0.1312 0.1688
H -5.3722 4.9131 -0.4465 1.2736 0.7409 0.0896
H -3.8147 5.4726 -1.2094 -0.2997 -0.2202 1.0831
H -4.2699 6.0557 0.4926 -0.1093 -0.7629 -0.8403
H -2.1518 5.2981 1.4747 -0.1677 -1.6185 0.7327
H -1.4279 3.6850 1.9666 -0.3596 0.0602 -0.3246
H -2.8666 4.2584 2.8284 0.3388 0.1896 -0.8177
```
Positions in Å, forces in eV/Å.

As for the total charge: -1. The LUMO energy comes out at 1.5 eV. The calculation puts the frontier orbital gap at 0.18763 Ha.

---

Molecular formula: C38H51B2EuI2N10O3
Method: DFT, the ωB97M-V functional and the def2-TZVPD basis

Geometry as XYZ:
```
107
Properties=species:S:1:pos:R:3:forces:R:3
Eu 0.7474 0.1133 -0.1729 -0.0258 -0.0340 -1.0577
N -0.1933 -2.2843 0.7353 0.2952 -0.1010 -0.4994
C -0.3942 -3.2823 -0.3394 0.0008 1.3078 0.0366
C -1.0683 -2.6290 -1.5563 0.1789 0.7630 0.4370
N -0.2436 -1.5882 -2.2030 -0.4357 -0.9206 1.3824
C 0.6934 -2.1577 -3.1262 1.3825 -0.1199 0.9495
C 2.1238 -1.6667 -2.8203 -0.6006 0.3052 0.4083
N 2.4333 -1.7835 -1.3793 -2.3935 -1.0723 -1.0856
H 0.4978 -2.6063 1.4304 -0.7316 0.1992 -0.1591
H -1.0936 -1.9235 1.0796 0.6484 -0.4515 0.1251
H -1.0961 -4.0404 -0.0049 0.1620 -0.6800 -0.0291
H 0.5808 -3.7019 -0.6605 -0.5081 0.0257 0.4743
H -2.0032 -2.1787 -1.2042 0.1588 -0.1503 -0.2365
H -1.2632 -3.4328 -2.2550 -0.4391 -0.2959 -0.3888
H -0.7755 -0.8631 -2.6243 -0.6421 0.5307 -0.2708
H 0.4580 -1.8610 -4.1172 -0.1653 0.0822 -1.1945
H 0.6215 -3.2412 -3.0392 0.1732 -0.2277 -0.2089
H 2.0731 -0.6202 -3.1316 0.5288 -0.0797 0.3147
H 2.8484 -2.1950 -3.4086 0.4240 -0.3568 -0.6604
H 3.2484 -1.3447 -1.0954 1.9864 1.0490 0.4965
H 2.5001 -2.7675 -1.1417 0.0756 0.1049 0.2551
C 2.5337 -5.5253 1.3588 0.9953 -0.0589 1.1613
C 3.2112 -4.1954 1.4862 -0.3109 1.4369 -0.2385
C 4.5378 -3.7811 1.2603 -0.5647 -0.7271 0.1468
C 4.5701 -2.4508 1.5982 0.1737 0.3277 0.9719
C 5.7554 -1.5719 1.8733 -0.7442 -0.1754 -0.4930
N 3.3237 -2.0801 1.9978 0.5088 -1.3715 -1.4721
N 2.4813 -3.1499 1.8929 0.0208 0.1276 0.2187
B 3.0262 -0.7308 2.6066 -0.6908 1.5553 0.1002
N 3.6281 0.4758 1.7815 0.0724 -0.3763 0.4883
N 3.6984 0.3645 0.4205 0.8286 1.9040 1.0959
C 4.5476 1.3387 0.0359 -0.3698 -1.2048 0.1161
C 4.7067 1.4619 -1.4513 -0.5824 1.8276 0.5637
C 5.0822 2.0468 1.1689 -0.8308 -0.9830 -0.5246
C 4.4504 1.4876 2.2667 -1.0371 -1.1358 -1.8762
C 4.4866 1.8729 3.6786 0.2186 0.7457 1.8393
N 1.5008 -0.4582 2.9368 0.9530 -0.2966 0.0316
N 0.8395 0.5696 2.3692 -0.0496 0.2931 -0.1163
C -0.2390 0.7909 3.1045 -0.3836 0.5608 -0.1389
C -1.1332 1.9363 2.7309 -0.0921 0.8880 0.1240
C -0.2802 -0.0890 4.1951 0.2872 -0.1657 0.0177
C 0.8546 -0.8635 4.0450 0.0160 -0.2835 -0.3283
C 1.3039 -2.0670 4.7707 1.1589 0.0664 0.1856
H 3.3022 -6.3097 1.0747 -1.2545 0.7275 0.3398
H 1.7010 -5.4384 0.6736 -0.0782 -0.3664 -0.3065
H 2.1154 -5.6704 2.3902 0.2714 -0.6090 -0.9904
H 5.3395 -4.4489 1.0248 0.4337 0.0687 -0.2261
H 6.6581 -2.1105 1.6193 0.2836 -0.0621 0.1520
H 5.7057 -1.3043 2.9329 0.3600 0.0979 -0.1195
H 5.6893 -0.6757 1.2605 0.2663 0.1294 0.1245
H 3.6303 -0.6586 3.6023 0.3173 -0.0919 1.1995
H 5.7404 1.5289 -1.7413 0.4030 -0.3593 -0.3926
H 4.2520 2.4318 -1.7192 0.3177 -0.1189 -0.1107
H 4.0876 0.7557 -1.9980 0.3827 -0.4473 0.0996
H 5.8616 2.7764 1.2512 0.0183 0.3949 -0.3544
H 5.1217 2.7458 3.9364 -0.0507 -0.4667 -0.7510
H 4.8202 1.0769 4.3410 0.1143 -0.2954 -0.1006
H 3.5194 2.1656 4.1040 -0.1971 -0.2182 -0.4658
H -0.7889 2.8601 3.3128 -0.5761 -1.0293 -0.8690
H -2.1998 1.7387 2.9685 0.6635 0.1016 -0.0209
H -1.0924 2.1058 1.6209 0.0615 0.0151 1.0998
H -0.9907 -0.1754 4.9986 -0.1717 0.0832 -0.0844
H 0.7437 -2.1936 5.6750 -0.3072 -0.2795 0.4500
H 2.3816 -2.0796 4.9990 -0.2135 0.5893 0.2258
H 1.2742 -2.9259 4.1291 -0.6719 -0.6114 -0.3594
I 0.7942 1.8092 -5.9391 -0.0318 -0.6012 0.2955
C 1.5504 2.7517 -4.2154 -0.4064 -0.3443 -1.5799
C 2.0135 4.0066 -4.5120 0.5361 2.1002 0.8518
C 2.3965 4.8885 -3.4868 -0.3676 -0.5865 -1.3231
I 2.9984 6.8053 -4.1656 -0.0500 -0.3029 0.4491
C 2.2278 4.5036 -2.1347 0.3482 0.4039 -0.6837
C 2.4476 5.3977 -1.0375 -0.6843 -0.5843 -0.3112
C 2.1711 4.9349 0.1983 -0.6297 -1.1497 1.1369
C 1.7521 3.5537 0.3688 0.1954 1.4630 0.8737
N 1.5301 2.7623 -0.6213 0.0215 -0.8168 -0.3378
C 1.7489 3.1875 -1.8917 0.1384 0.4264 0.0650
C 1.4124 2.2273 -2.9470 -0.2994 -0.3145 1.3260
O 0.9858 1.0682 -2.6455 0.0522 0.3127 0.0061
H 1.9787 4.3613 -5.5498 0.2744 -0.1889 0.5644
H 2.6701 6.4434 -1.1988 0.2084 -0.0562 -0.1914
H 2.1298 5.5757 1.0798 0.3748 -0.1187 -0.2382
H 1.5586 3.1420 1.3713 0.1314 0.2913 -0.3623
C -9.1277 0.4140 -0.4119 0.1685 0.4280 0.6574
C -8.1410 0.6364 -1.5644 0.5533 0.5561 -0.1693
C -8.1889 2.1560 -1.9656 -0.7898 -1.7682 0.1839
C -8.5704 -0.1764 -2.8004 -0.5780 -0.5844 0.6546
C -6.7274 0.1620 -1.0915 -1.4988 0.3873 -0.2366
C -6.5317 -1.1475 -0.6568 0.3164 -1.4112 0.0343
C -5.3041 -1.6077 -0.1541 -0.3382 -0.3201 -0.4215
C -4.2801 -0.6961 -0.1138 -0.3818 0.0036 0.3618
O -3.0261 -0.7938 0.3269 1.4862 -1.1251 0.1758
B -2.2743 0.3941 -0.0469 0.2002 0.1225 0.3195
O -3.3067 1.2891 -0.4727 0.0637 -0.0964 -0.1961
C -4.4610 0.5776 -0.5537 -1.1539 2.0793 -0.9705
C -5.6818 1.0612 -1.0418 1.0462 0.0710 0.7320
H -10.1681 0.6793 -0.6522 0.2957 0.0873 -0.1184
H -8.8128 0.9826 0.5017 -0.2392 -0.3408 -0.7916
H -9.1141 -0.6279 -0.1296 -0.1094 -0.4119 0.1210
H -9.1385 2.2448 -2.5018 0.2002 0.2930 -0.2687
H -7.3464 2.4225 -2.5871 0.0092 0.2889 -0.1703
H -8.3051 2.7687 -1.0901 0.4410 0.4599 0.3976
H -9.6606 -0.0883 -2.9612 0.3319 0.0394 0.0795
H -8.3560 -1.2422 -2.6043 -0.0685 0.3895 -0.3957
H -8.0891 0.1556 -3.7153 0.3135 -0.0530 -0.0192
H -7.2692 -1.9614 -0.7450 -0.0885 0.8476 -0.0486
H -5.1384 -2.6686 0.0710 -0.1756 0.5219 0.1439
H -5.7994 2.1249 -1.2612 0.1611 -0.4828 -0.0970
```
Positions in Å, forces in eV/Å.

As for the total charge: -1. The expectation value of S² is 15.76. The LUMO energy (spin up / spin down) comes out at 2.1 / 2.1 eV. The calculation puts the frontier orbital gap (spin up / spin down) at 0.20723 / 0.23086 Ha. The spin multiplicity is 8.

---

The evaluated ΔE to the lowest compared entry with this formula, charge and spin for the records listed, in turn: 68.2 0.0 kcal/mol.
The evaluated strongest force on any atom for the records listed, in turn: 4.7 2.8 eV/Å.